The following is a quantum chemistry calculation of a cluster of 2 separate species, C11H19N2O2 in total, from the OMol25 dataset.

XYZ file:
```
34
Properties=species:S:1:pos:R:3:forces:R:3:lowdin_charge:R:1
C 1.0866 -2.5133 -1.3606 0.584 0.285 -0.291 -0.085
C -0.2100 -2.6821 -0.7311 -0.508 -0.158 0.142 -0.048
C 1.8520 -1.4191 -1.4622 -0.279 -0.150 0.019 -0.060
C -1.0108 -1.7588 -0.2727 2.423 2.844 -1.064 0.206
C -2.2128 -1.3784 0.4223 -0.685 -0.229 0.724 -0.514
C 1.6583 -0.0337 -0.9239 0.338 0.353 -0.517 -0.184
C 0.3091 0.3843 -0.7553 -2.427 -3.314 0.758 0.029
C -4.3944 1.4850 -0.0275 0.287 -0.376 0.055 -0.055
C 0.2270 2.8307 -0.8025 0.291 0.498 -0.237 -0.011
C 4.3084 -0.2698 1.4888 0.098 -0.024 0.070 -0.139
C -3.8914 0.2542 0.7015 -0.682 0.126 0.358 -0.196
N -0.3208 1.4860 -0.6855 -0.091 0.112 0.046 0.018
N 2.8540 -0.3897 1.6136 -0.008 -0.096 0.505 -0.077
O -2.7139 -2.1161 1.2324 0.034 0.200 -0.305 0.169
O -2.6638 -0.1698 0.0805 0.383 0.030 -0.323 -0.034
H 1.4659 -3.4193 -1.8101 0.092 -0.026 0.002 0.111
H -0.5574 -3.7160 -0.6819 -0.140 0.072 0.185 0.146
H 2.7979 -1.5360 -1.9717 0.075 -0.108 -0.041 0.116
H 2.1057 -0.0882 0.1477 -0.138 0.139 -0.060 0.104
H 2.2839 0.6778 -1.4762 -0.008 0.015 0.042 0.133
H -3.6997 2.3149 0.0802 0.036 0.143 0.016 0.071
H -4.5297 1.2695 -1.0842 -0.052 0.014 -0.091 0.086
H -5.3508 1.7817 0.3913 -0.077 0.063 0.047 0.089
H -0.2398 3.4750 -0.0600 0.034 -0.062 0.025 0.099
H 1.3026 2.8179 -0.6449 -0.043 -0.035 0.017 0.094
H 0.0144 3.2306 -1.7952 0.014 -0.025 0.054 0.104
H 4.6400 -0.8761 0.6480 0.083 0.033 -0.041 0.076
H 4.5614 0.7705 1.2965 0.076 0.001 -0.056 0.079
H 4.8414 -0.5974 2.3835 0.035 0.020 -0.051 0.080
H -4.6154 -0.5638 0.6464 0.159 0.093 0.015 0.134
H -3.6937 0.4646 1.7581 -0.007 -0.101 -0.149 0.137
H -1.3331 1.4391 -0.5583 0.160 -0.297 0.071 0.130
H 2.5228 0.1955 2.3754 -0.018 -0.156 -0.018 0.095
H 2.6062 -1.3497 1.8376 -0.040 0.116 0.093 0.097
```
Positions in Å, forces in eV/Å.

LUMO level (alpha / beta) in eV: -4.34 / -4.32
Orbital gap (alpha / beta) in eV: 8.011 / 8.025
Energy in eV: -18779.400
M in g mol⁻¹: 211.3
Total charge: +1